[1]
23
Properties=species:S:1:pos:R:3:nbo_charge:R:1 method="wB97M-V/def2-TZVPD" homo_lumo_gap_ev=10.06 spin_multiplicity=1 energy_ev=-9559.469 de_lowest_kj_mol=68.73
C -0.0017 2.2551 -2.0817 -0.621
C -1.0538 2.4993 -1.0033 -0.626
H -0.4256 1.7456 -2.9409 0.206
H 0.5400 3.1454 -2.4052 0.207
H 0.7535 1.5465 -1.7430 0.212
H -1.3587 3.5542 -0.9088 0.205
H -2.0172 2.1636 -1.3826 0.206
H -0.8476 2.1527 0.0006 0.211
C 0.7155 -0.2714 2.7515 -0.641
C -0.0182 -2.0885 -1.0429 -0.229
C -0.9650 -1.2611 -0.4876 -0.200
C 1.0527 -2.5317 -0.2522 -0.197
C -0.7980 -0.7716 0.8166 -0.224
C 1.3551 -1.8428 0.8957 -0.223
C 0.4027 -0.9713 1.4568 -0.005
H -0.1845 -2.6082 -1.9813 0.211
H -1.7621 -0.8817 -1.1058 0.212
H 1.6531 -3.3043 -0.7100 0.211
H -1.5699 -0.1438 1.2461 0.212
H 2.2390 -2.0862 1.4794 0.211
H 1.5024 -0.7171 3.3716 0.219
H -0.0862 -0.3690 3.4934 0.219
H 0.8746 0.7863 2.5337 0.222

[2]
20
Properties=species:S:1:pos:R:3:nbo_charge:R:1 method="wB97M-V/def2-TZVPD" homo_lumo_gap_ev=9.39 spin_multiplicity=1 energy_ev=-10954.395 de_lowest_kj_mol=36.33
C 1.2567 -1.4826 0.8761 -0.659
C 0.4656 -0.3063 0.4035 0.192
C -0.2313 0.5038 1.1997 -0.564
N 0.3931 -0.1786 -0.9994 -0.833
H 1.3039 -1.4948 1.9652 0.220
H 0.7743 -2.3980 0.5357 0.225
H 2.2687 -1.4781 0.4771 0.227
H -0.9282 1.1979 0.7539 0.206
H -0.3365 0.2992 2.2576 0.205
H 1.2864 -0.1610 -1.4694 0.376
H -0.1281 0.6611 -1.2413 0.400
H -2.5529 0.5008 -1.3992 0.501
H -2.6400 2.0191 -1.5651 0.468
O -2.1353 1.2522 -1.8512 -0.973
H -2.9679 -1.7099 -0.2946 0.479
H -2.2100 -0.7821 0.6696 0.492
O -2.9495 -0.8006 0.0334 -0.963
H 3.5817 2.0664 0.0240 0.472
H 2.4225 1.0807 -0.0343 0.474
O 3.3269 1.2108 -0.3411 -0.946

[3]
60
Properties=species:S:1:pos:R:3:nbo_charge:R:1 method="wB97M-V/def2-TZVPD" total_charge=+1 homo_lumo_gap_ev=9.85 spin_multiplicity=1 energy_ev=-86899.577
Zn 0.0427 -0.1711 -0.5607 1.705
C -0.1656 2.2267 -1.8071 0.322
O -0.6766 2.3208 -0.4588 -0.597
O 0.5098 1.1036 -1.8699 -1.001
C -1.3221 2.1322 -2.7805 0.926
F -2.1547 1.1882 -2.3226 -0.347
F -1.9832 3.2752 -2.9971 -0.317
F -0.8981 1.7181 -4.0191 -0.329
C -1.3276 3.5805 -0.0894 -0.078
C -1.9174 3.3027 1.3192 -0.624
H -2.3706 4.2257 1.7719 0.234
H -2.7704 2.5310 1.2860 0.188
H -1.1693 2.9386 2.0121 0.213
H -2.0759 3.9361 -0.7897 0.195
H -0.6057 4.3224 -0.0012 0.182
H 0.4211 3.1297 -2.1230 0.149
C 2.7738 1.3029 0.9687 -0.624
C 2.6032 -0.1537 1.3281 -0.069
C 3.1399 -0.3347 2.7490 -0.085
O 2.3057 0.5760 3.5190 -0.574
C 2.8203 0.9504 4.7594 -0.252
N 1.1504 -0.4618 1.2790 -0.949
H 2.8284 1.4846 -0.0976 0.230
H 3.7029 1.6233 1.4027 0.217
H 2.0101 1.8755 1.4563 0.229
H 3.0369 -0.9970 0.7335 0.206
H 4.2241 -0.0180 2.8793 0.189
H 3.1996 -1.3634 3.0928 0.180
H 2.8463 -0.0032 5.4030 0.176
H 2.0023 1.5762 5.1967 0.198
H 3.7257 1.5561 4.6995 0.184
H 0.6020 -0.1299 2.0953 0.402
H 1.0790 -1.4427 1.3523 0.396
C -4.2754 -0.8187 0.2482 -0.623
C -2.8581 -1.2596 -0.0632 -0.064
C -2.7040 -1.5423 -1.5927 -0.073
O -1.3295 -1.5907 -1.9894 -0.593
C -1.0780 -1.8417 -3.3266 -0.248
N -1.9236 -0.1959 0.2813 -0.943
H -4.2208 -0.7569 1.3251 0.217
H -5.0102 -1.5318 -0.1410 0.239
H -4.4456 0.1866 -0.0939 0.215
H -2.4934 -2.1462 0.4713 0.199
H -3.2185 -0.7357 -2.1144 0.186
H -3.2333 -2.4245 -1.9216 0.193
H -1.2318 -2.9008 -3.5329 0.179
H -0.0187 -1.5618 -3.5907 0.197
H -1.7296 -1.1767 -3.9324 0.193
H -2.3792 0.6615 -0.1186 0.414
H -1.9930 -0.0476 1.2998 0.391
C 2.1644 -2.6695 -1.7788 -0.093
C 2.0243 -3.2866 -0.3917 -0.093
O 0.7392 -3.0782 0.1346 -0.746
O 1.7247 -1.3061 -1.5511 -0.794
H 1.4438 -3.1594 -2.5156 0.179
H 3.1790 -2.7760 -2.2043 0.207
H 2.7816 -2.7961 0.2243 0.170
H 2.2767 -4.3392 -0.3177 0.196
H 0.2665 -3.9695 0.0925 0.498
H 1.9555 -0.7377 -2.2872 0.518

[4]
46
Properties=species:S:1:pos:R:3:nbo_charge:R:1 method="wB97M-V/def2-TZVPD" total_charge=+1 homo_lumo_gap_ev="6.07 / 6.08" spin_multiplicity=2 energy_ev=-89592.269 de_lowest_kj_mol=0.00
Re 1.0036 0.3727 0.3074 0.598
N 1.6420 2.5685 3.9820 -0.312
C 1.5092 1.3698 3.4205 0.250
N 1.4636 1.5267 2.1084 -0.515
C 1.5729 2.8746 1.9358 0.299
N 1.6855 3.5465 3.0510 -0.211
C 1.5770 3.3908 0.5686 0.110
C 1.8136 4.7118 0.2248 0.055
N 1.8382 5.1033 -1.0423 -0.325
C 1.6387 4.1677 -1.9592 0.026
C 1.4090 2.8347 -1.6360 0.041
N 1.3704 2.4456 -0.3633 -0.421
H 1.7279 2.7972 4.9602 0.444
H 1.4844 0.4368 3.9564 0.248
H 1.9856 5.4561 0.9906 0.231
H 1.6631 4.4698 -2.9975 0.226
H 1.2403 2.0790 -2.3911 0.244
O 4.9233 -5.1569 -0.4080 -0.510
C 4.2647 -4.1804 -0.2526 0.221
S 2.7978 -4.1332 0.7727 0.370
C 2.4322 -2.4622 0.4762 -0.427
C 3.2666 -1.7634 -0.3506 -0.430
S 3.0279 -0.0750 -0.5447 0.233
S 4.6100 -2.6163 -1.0466 0.380
S 1.2068 -1.6258 1.3391 0.175
C -3.2354 -3.3398 -3.8654 -0.657
C -2.7536 -2.7391 -2.5853 0.292
C -3.3359 -3.0570 -1.3531 -0.311
C -2.8169 -2.4369 -0.2422 0.080
N -1.8001 -1.5686 -0.2976 -0.540
C -1.3093 -1.3584 -1.5082 0.288
S 0.0972 -0.3063 -1.7506 -0.012
N -1.7345 -1.8906 -2.6528 -0.470
H -4.3196 -3.2661 -3.9470 0.231
H -2.9783 -4.3995 -3.9003 0.241
H -2.7694 -2.8387 -4.7080 0.245
H -4.1574 -3.7524 -1.2753 0.233
H -3.2269 -2.6354 0.7429 0.189
N -1.8994 -0.0621 2.3493 -0.801
C -1.9512 0.8269 1.3432 0.845
N -3.1195 1.3780 1.0095 -0.784
O -0.9044 1.2268 0.7659 -0.729
H -2.7472 -0.4842 2.6882 0.403
H -1.0931 -0.6677 2.3222 0.420
H -3.9783 1.1633 1.4826 0.410
H -3.1212 2.0697 0.2802 0.427

[5]
18
Properties=species:S:1:pos:R:3:mulliken_charge:R:1 method="wB97M-V/def2-TZVPD" homo_lumo_gap_ev="7.74 / 7.74" spin_multiplicity=1 energy_ev=-80518.579 de_lowest_kj_mol=225.40
C 0.4083 1.7092 -0.7420 -0.501
C 1.2113 1.0396 -1.6789 -0.188
C -0.3225 0.8734 0.0720 -0.636
C 1.4651 -0.3664 -1.5682 -0.834
C -0.3030 -0.5190 0.0726 0.124
C 0.9698 -1.0523 -0.4722 0.838
C -0.3161 -1.5059 1.1647 1.236
C 1.1856 -1.5463 0.7524 -1.150
C -0.8568 -1.8063 2.6601 -0.564
C -1.0928 -2.7209 1.4781 -0.458
Br -0.9641 -4.4459 0.8807 -0.104
H 0.2675 2.8026 -0.6842 0.382
H 1.7165 1.6281 -2.4292 0.374
H -1.2580 1.2385 0.4686 0.321
H 2.2178 -0.8266 -2.1174 0.387
H -0.1362 -2.0060 3.4113 0.283
H -1.6435 -1.2188 3.0674 0.231
H -2.1488 -2.3045 1.2162 0.258

[6]
17
Properties=species:S:1:pos:R:3:nbo_charge:R:1 method="wB97M-V/def2-TZVPD" homo_lumo_gap_ev=10.17 spin_multiplicity=1 energy_ev=-12385.500 de_lowest_kj_mol=524.48
C -1.1521 -0.1072 1.3553 -0.597
C -1.1342 -0.1564 -0.1972 -0.363
C -0.3557 -1.2836 -0.8338 0.085
C 2.0323 0.2405 0.0414 0.183
C -0.6590 1.1360 -0.8574 0.088
H -0.1603 0.0141 1.7959 0.246
H -1.6263 -1.0276 1.7349 0.213
H -1.7922 0.7200 1.6734 0.214
H -2.1816 -0.3040 -0.5053 0.231
H -0.8574 -1.8491 -1.6219 0.203
H 2.9417 0.3522 0.6258 0.189
H 2.2594 0.2566 -1.0397 0.169
H -1.2781 1.5454 -1.6485 0.200
N 0.8416 -1.6823 -0.6368 -0.110
N 0.3909 1.8296 -0.6634 -0.106
O 1.5327 -1.0144 0.3940 -0.416
O 1.1985 1.3302 0.3833 -0.428

[7]
9
Properties=species:S:1:pos:R:3:nbo_charge:R:1 method="wB97M-V/def2-TZVPD" total_charge=+1 homo_lumo_gap_ev=9.63 spin_multiplicity=1 energy_ev=-23250.958 de_lowest_kj_mol=24.08
N -0.6328 -1.2846 0.9424 -0.883
H -1.4593 -1.4721 0.3608 0.455
H -0.2928 -2.0233 1.5457 0.466
H 0.0292 -1.0708 0.1661 0.462
H -0.8531 -0.3950 1.3832 0.459
S 1.4369 0.8668 -0.5185 -0.152
S -0.2819 1.8509 -1.0042 -0.125
H 1.9112 0.4388 -1.6931 0.155
H 0.1426 3.0893 -1.1824 0.163